Record 1
Below is a molecular structure, C25H44N3O4SSiV, with properties calculated with ωB97M-V/def2-TZVPD.

XYZ file:
```
79
C25H44N3O4SSiV, DFT ωB97M-V/def2-TZVPD
V 0.29 -0.32 0.12
C -0.19 -3.06 -2.39
C -0.93 -2.90 -1.08
C -2.29 -3.56 -1.13
C -0.10 -3.41 0.08
O -1.12 -1.45 -0.81
Si -2.07 -0.23 -1.57
S -1.00 1.39 -0.82
O -1.95 -0.54 -3.15
C -2.72 -0.04 -4.28
C -3.96 -0.91 -4.43
C -1.82 -0.16 -5.49
C -3.08 1.41 -4.01
O -3.63 -0.38 -1.16
C -4.40 -0.10 0.04
C -4.86 1.34 -0.04
C -5.57 -1.06 0.00
C -3.55 -0.34 1.28
H 0.03 -4.12 -2.55
H 0.76 -2.52 -2.37
H -0.78 -2.69 -3.23
H -2.18 -4.62 -1.33
H -2.90 -3.12 -1.92
H -2.82 -3.43 -0.18
H 0.05 -4.48 -0.01
H -0.59 -3.21 1.03
H 0.91 -2.96 0.09
H -3.67 -1.95 -4.63
H -4.57 -0.55 -5.27
H -4.56 -0.88 -3.52
H -1.51 -1.20 -5.63
H -0.92 0.45 -5.35
H -2.34 0.17 -6.39
H -3.73 1.50 -3.13
H -3.62 1.83 -4.87
H -2.18 2.01 -3.84
H -5.47 1.49 -0.93
H -4.00 2.01 -0.08
H -5.46 1.60 0.84
H -6.13 -0.93 -0.92
H -6.24 -0.87 0.85
H -5.22 -2.10 0.05
H -2.72 0.37 1.32
H -3.16 -1.36 1.29
H -4.17 -0.21 2.17
C 4.27 -0.39 -1.62
N 4.17 0.88 -0.90
C 5.23 1.85 -1.21
C 5.32 2.89 -0.12
C 3.95 3.47 0.11
N 3.00 2.39 0.42
C 1.83 2.79 1.20
C 3.10 1.17 -0.14
O 2.21 0.28 0.05
H 5.20 -0.88 -1.37
H 4.24 -0.21 -2.70
H 3.45 -1.04 -1.36
H 5.04 2.32 -2.17
H 6.17 1.30 -1.30
H 6.03 3.67 -0.40
H 5.68 2.43 0.80
H 3.61 4.03 -0.77
H 3.95 4.15 0.95
H 2.16 3.35 2.07
H 1.28 1.93 1.53
H 1.16 3.42 0.61
N 0.16 -0.28 1.99
C 0.01 -0.24 3.13
C -0.18 -0.22 4.56
C 0.91 -0.40 5.40
C 0.72 -0.37 6.77
C -0.56 -0.16 7.28
C -1.64 0.03 6.43
C -1.46 -0.01 5.06
H 1.90 -0.57 4.98
H 1.56 -0.51 7.44
H -0.71 -0.13 8.36
H -2.63 0.19 6.84
H -2.29 0.13 4.38
```

The value obtained for the HOMO energy (spin up / spin down) is -0.3660 / -0.4052 Ha. As for the total charge: +1. The frontier orbital gap (spin up / spin down) is 7.5 / 8.4 eV. As for the multiplicity: 4.

Want to see where the charge sits? The Mulliken charges in e are: number 1, V, carries 0.865; number 2, C, carries -1.283; number 3, C, carries 1.519; number 4, C, carries -1.413; number 5, C, carries -1.697; number 6, O, carries 0.940; number 7, Si, carries 0.041; number 8, S, carries -0.839; number 9, O, carries -0.157; number 10, C, carries 1.585; number 11, C, carries -1.379; number 12, C, carries -1.749; number 13, C, carries -1.443; number 14, O, carries 0.175; number 15, C, carries 1.818; number 16, C, carries -1.745; number 17, C, carries -1.759; number 18, C, carries -1.606; number 19, H, carries 0.507; number 20, H, carries 0.153; number 21, H, carries 0.128; number 22, H, carries 0.528; number 23, H, carries 0.180; number 24, H, carries 0.273; number 25, H, carries 0.500; number 26, H, carries 0.323; number 27, H, carries 0.272; number 28, H, carries 0.306; number 29, H, carries 0.487; number 30, H, carries 0.081; number 31, H, carries 0.336; number 32, H, carries 0.380; number 33, H, carries 0.426; number 34, H, carries 0.162; number 35, H, carries 0.522; number 36, H, carries 0.321; number 37, H, carries 0.395; number 38, H, carries 0.289; number 39, H, carries 0.458; number 40, H, carries 0.384; number 41, H, carries 0.411; number 42, H, carries 0.353; number 43, H, carries 0.172; number 44, H, carries 0.272; number 45, H, carries 0.675; number 46, C, carries -1.011; number 47, N, carries 0.172; number 48, C, carries -0.655; number 49, C, carries -0.683; number 50, C, carries -0.621; number 51, N, carries 0.234; number 52, C, carries -0.927; number 53, C, carries 0.544; number 54, O, carries -0.862; number 55, H, carries 0.342; number 56, H, carries 0.331; number 57, H, carries 0.193; number 58, H, carries 0.322; number 59, H, carries 0.374; number 60, H, carries 0.361; number 61, H, carries 0.295; number 62, H, carries 0.312; number 63, H, carries 0.365; number 64, H, carries 0.396; number 65, H, carries 0.044; number 66, H, carries 0.338; number 67, N, carries -0.379; number 68, C, carries -0.001; number 69, C, carries 0.607; number 70, C, carries -0.479; number 71, C, carries -0.622; number 72, C, carries -0.366; number 73, C, carries -0.635; number 74, C, carries -0.323; number 75, H, carries 0.471; number 76, H, carries 0.402; number 77, H, carries 0.399; number 78, H, carries 0.415; number 79, H, carries 0.481

Record 2
Below is a molecular structure, C5H10N4, with properties calculated with ωB97M-V/def2-TZVPD.

XYZ file:
```
19
C5H10N4, DFT ωB97M-V/def2-TZVPD
C -2.79 -1.24 -0.86
C -2.47 -1.05 1.62
C -0.73 -0.31 0.01
C 0.93 0.61 -1.11
C 2.96 1.10 -0.03
H -1.71 -1.66 -1.70
H -4.10 -2.28 -0.78
H -3.38 0.19 -1.45
H -2.45 -2.10 1.94
H -3.54 -0.61 1.68
H -1.96 -0.49 2.50
H -0.15 0.03 0.85
H 1.27 1.17 -2.05
H 3.61 1.22 -1.08
H 3.02 1.85 2.03
N -1.91 -1.05 0.30
N -0.28 0.02 -1.14
N 1.62 0.52 0.00
N 3.71 1.65 0.88
```

The value obtained for the HOMO energy is -0.3334 Ha. The frontier orbital gap is 8.8 eV. As for the relative energy (zero: lowest compared OMol25 entry of this formula, charge and spin): 956.51 kJ/mol.

Want to see where the charge sits? The natural (NBO) charges in e are: number 1, C, carries -0.446; number 2, C, carries -0.427; number 3, C, carries 0.359; number 4, C, carries 0.318; number 5, C, carries 0.232; number 6, H, carries 0.274; number 7, H, carries 0.243; number 8, H, carries 0.187; number 9, H, carries 0.210; number 10, H, carries 0.216; number 11, H, carries 0.227; number 12, H, carries 0.208; number 13, H, carries 0.181; number 14, H, carries 0.157; number 15, H, carries 0.287; number 16, N, carries -0.503; number 17, N, carries -0.570; number 18, N, carries -0.556; number 19, N, carries -0.598

Record 3
Below is a single C22H26ClNO5 molecule, with properties calculated with ωB97M-V/def2-TZVPD.

XYZ file:
```
55
C22H26ClNO5, DFT ωB97M-V/def2-TZVPD
C -0.26 0.48 -9.85
C 0.24 0.30 -8.43
O -0.61 1.03 -7.57
C -0.37 1.04 -6.24
C -1.25 1.80 -5.46
C -1.10 1.88 -4.10
C -0.06 1.20 -3.46
C 0.11 1.28 -1.97
C 0.49 2.73 -1.54
C 0.56 2.77 -0.03
O -0.38 3.00 0.68
O 1.78 2.51 0.42
N -1.08 0.85 -1.28
C -1.02 0.29 -0.04
O 0.04 -0.04 0.46
C -2.37 0.11 0.62
C -2.25 -0.47 2.02
C -1.82 -1.94 2.01
O -1.63 -2.45 3.31
C -0.50 -2.12 4.00
C 0.56 -1.38 3.50
C 1.67 -1.13 4.29
C 1.72 -1.61 5.59
Cl 3.10 -1.29 6.58
C 0.66 -2.35 6.10
C -0.45 -2.61 5.32
C -1.60 -3.41 5.85
C 0.81 0.44 -4.23
C 0.66 0.36 -5.61
H -0.25 1.53 -10.11
H 0.37 -0.07 -10.54
H -1.28 0.11 -9.93
H 0.22 -0.77 -8.15
H 1.27 0.67 -8.34
H -2.05 2.32 -5.96
H -1.79 2.48 -3.53
H 0.91 0.61 -1.64
H 1.46 2.98 -1.97
H -0.27 3.42 -1.89
H 1.78 2.43 1.39
H -1.96 1.21 -1.61
H -2.99 -0.54 -0.01
H -2.85 1.09 0.67
H -1.52 0.12 2.58
H -3.21 -0.39 2.54
H -0.91 -2.06 1.41
H -2.61 -2.56 1.58
H 0.55 -0.99 2.50
H 2.50 -0.56 3.90
H 0.71 -2.72 7.11
H -1.44 -3.70 6.88
H -2.52 -2.82 5.78
H -1.75 -4.30 5.25
H 1.61 -0.09 -3.75
H 1.36 -0.24 -6.17
```

The value obtained for the HOMO energy is -0.2940 Ha. The frontier orbital gap is 8.6 eV. The structure (SMILES) is CCOc1ccc([C@@H](CC(=O)O)NC(=O)CCCOc2ccc(Cl)cc2C)cc1. As for the relative energy (zero: lowest compared OMol25 entry of this formula, charge and spin): 28.06 kJ/mol.

Want to see where the charge sits? The natural (NBO) charges in e are: number 1, C, carries -0.617; number 2, C, carries -0.063; number 3, O, carries -0.495; number 4, C, carries 0.300; number 5, C, carries -0.246; number 6, C, carries -0.195; number 7, C, carries -0.068; number 8, C, carries -0.047; number 9, C, carries -0.514; number 10, C, carries 0.807; number 11, O, carries -0.610; number 12, O, carries -0.677; number 13, N, carries -0.619; number 14, C, carries 0.711; number 15, O, carries -0.658; number 16, C, carries -0.499; number 17, C, carries -0.427; number 18, C, carries -0.067; number 19, O, carries -0.513; number 20, C, carries 0.366; number 21, C, carries -0.308; number 22, C, carries -0.229; number 23, C, carries -0.047; number 24, Cl, carries -0.015; number 25, C, carries -0.225; number 26, C, carries -0.066; number 27, C, carries -0.623; number 28, C, carries -0.183; number 29, C, carries -0.259; number 30, H, carries 0.215; number 31, H, carries 0.214; number 32, H, carries 0.215; number 33, H, carries 0.172; number 34, H, carries 0.172; number 35, H, carries 0.226; number 36, H, carries 0.204; number 37, H, carries 0.241; number 38, H, carries 0.238; number 39, H, carries 0.227; number 40, H, carries 0.503; number 41, H, carries 0.397; number 42, H, carries 0.221; number 43, H, carries 0.239; number 44, H, carries 0.227; number 45, H, carries 0.213; number 46, H, carries 0.192; number 47, H, carries 0.186; number 48, H, carries 0.251; number 49, H, carries 0.222; number 50, H, carries 0.221; number 51, H, carries 0.211; number 52, H, carries 0.223; number 53, H, carries 0.224; number 54, H, carries 0.214; number 55, H, carries 0.215

Record 4
Below is a molecular structure, C33H31BiN9O3S3Sb, with properties calculated with ωB97M-V/def2-TZVPD.

XYZ file:
```
81
C33H31BiN9O3S3Sb, DFT ωB97M-V/def2-TZVPD
Bi 0.29 -0.61 1.62
C 1.93 1.39 -5.01
C 1.34 0.45 -3.99
C 1.94 -0.76 -3.65
C 1.37 -1.59 -2.71
C 0.16 -1.31 -2.04
N -0.35 -2.11 -1.05
C -0.54 -3.42 -1.30
C -0.48 -4.03 -2.59
C -0.65 -5.38 -2.81
C -0.95 -6.26 -1.78
C -1.18 -7.73 -2.02
C -1.13 -5.69 -0.53
C -0.95 -4.33 -0.29
N -1.26 -3.89 1.04
C -1.06 -4.58 2.18
C -1.75 -3.94 3.18
C -2.35 -2.85 2.53
N -2.07 -2.83 1.23
C -0.45 -0.10 -2.42
C 0.14 0.74 -3.36
N -1.72 0.30 -1.90
C -2.25 1.56 -1.89
C -3.48 1.48 -1.30
C -3.62 0.12 -0.97
N -2.57 -0.59 -1.34
H 2.72 0.89 -5.58
H 2.38 2.28 -4.54
H 1.18 1.74 -5.72
H 2.87 -1.06 -4.14
H 1.87 -2.51 -2.43
H -0.28 -3.39 -3.44
H -0.56 -5.76 -3.83
H -0.65 -8.07 -2.90
H -2.24 -7.97 -2.17
H -0.84 -8.33 -1.17
H -1.47 -6.31 0.29
H -0.41 -5.44 2.20
H -1.77 -4.19 4.22
H -2.98 -2.08 2.94
H -0.38 1.64 -3.67
H -1.71 2.41 -2.26
H -4.16 2.29 -1.12
H -4.44 -0.38 -0.48
S 4.32 -1.05 4.78
Sb 2.00 -0.84 4.51
S 1.51 -2.48 2.80
S 1.85 0.97 2.91
N -2.02 9.39 4.58
C -1.65 8.49 3.95
C -1.19 7.38 3.17
C -1.72 6.11 3.37
C -1.28 5.04 2.62
C -0.29 5.23 1.65
C 0.24 6.50 1.45
C -0.21 7.57 2.20
N 0.15 4.14 0.87
C 1.08 4.14 -0.16
C 1.19 2.85 -0.56
N 0.35 2.05 0.19
C -0.24 2.84 1.03
H -2.48 5.95 4.13
H -1.70 4.06 2.79
H 1.00 6.66 0.70
H 0.21 8.55 2.04
H 1.57 5.03 -0.51
H 1.80 2.44 -1.34
H -0.97 2.51 1.75
C 4.31 -0.79 1.10
C 3.42 -0.49 -0.07
N 4.01 -0.08 -1.21
O 2.20 -0.57 -0.02
H 5.36 -0.88 0.80
H 3.97 -1.71 1.58
H 4.20 0.01 1.83
H 5.01 -0.11 -1.32
H 3.42 0.02 -2.02
O -2.07 1.20 3.04
C -1.74 0.35 3.85
O -0.82 -0.53 3.70
H -2.32 0.23 4.79
```

The value obtained for the HOMO energy (spin up / spin down) is -0.1275 / -0.1275 Ha. As for the total charge: -1. The frontier orbital gap (spin up / spin down) is 5.3 / 3.4 eV. As for the multiplicity: 2. As for the relative energy (zero: lowest compared OMol25 entry of this formula, charge and spin): 112.83 kJ/mol.

Want to see where the charge sits? The Mulliken charges in e are: number 1, Bi, carries 1.769; number 2, C, carries -1.623; number 3, C, carries 1.015; number 4, C, carries -1.885; number 5, C, carries 1.087; number 6, C, carries -0.642; number 7, N, carries 0.755; number 8, C, carries 0.403; number 9, C, carries -0.680; number 10, C, carries -1.188; number 11, C, carries 0.317; number 12, C, carries -1.565; number 13, C, carries -0.352; number 14, C, carries 0.048; number 15, N, carries 0.674; number 16, C, carries -0.398; number 17, C, carries -0.954; number 18, C, carries -0.470; number 19, N, carries -0.681; number 20, C, carries 0.160; number 21, C, carries -0.537; number 22, N, carries 0.724; number 23, C, carries -0.120; number 24, C, carries -1.014; number 25, C, carries -0.298; number 26, N, carries -0.798; number 27, H, carries 0.397; number 28, H, carries 0.251; number 29, H, carries 0.394; number 30, H, carries 0.203; number 31, H, carries 0.552; number 32, H, carries 0.394; number 33, H, carries 0.315; number 34, H, carries 0.380; number 35, H, carries 0.274; number 36, H, carries 0.356; number 37, H, carries 0.528; number 38, H, carries 0.528; number 39, H, carries 0.414; number 40, H, carries 0.649; number 41, H, carries 0.399; number 42, H, carries 0.322; number 43, H, carries 0.413; number 44, H, carries 0.440; number 45, S, carries -0.425; number 46, Sb, carries 0.297; number 47, S, carries -0.547; number 48, S, carries -0.567; number 49, N, carries -0.541; number 50, C, carries 0.082; number 51, C, carries 0.459; number 52, C, carries -1.102; number 53, C, carries -0.667; number 54, C, carries 1.631; number 55, C, carries -0.506; number 56, C, carries -1.016; number 57, N, carries 0.577; number 58, C, carries -0.551; number 59, C, carries -1.071; number 60, N, carries 0.500; number 61, C, carries -0.664; number 62, H, carries 0.448; number 63, H, carries 0.575; number 64, H, carries 0.322; number 65, H, carries 0.437; number 66, H, carries 0.338; number 67, H, carries 0.449; number 68, H, carries 0.244; number 69, C, carries -0.975; number 70, C, carries 0.483; number 71, N, carries -0.372; number 72, O, carries -0.122; number 73, H, carries 0.406; number 74, H, carries 0.171; number 75, H, carries 0.159; number 76, H, carries 0.210; number 77, H, carries 0.100; number 78, O, carries -0.536; number 79, C, carries -0.237; number 80, O, carries -0.294; number 81, H, carries 0.343

How do the records compare in M? In the order shown, they have 561.741, 126.163, 419.905, 1028.612 g/mol.
How do the records compare in strongest force on any atom? In the order shown, they have 2.5, 5.2, 0.8, 1.0 eV/A.